[1]
C32H40N3NdO4S3Si | the ωB97M-V functional and the def2-TZVPD basis

The geometry in XYZ format:
```
84
Properties=species:S:1:pos:R:3:forces:R:3:lowdin_spin:R:1
Nd 0.418374 -2.230998 -1.127743 3.0 -1.7 1.8 3.046
C 2.896046 0.113254 0.457231 -0.5 0.5 -0.1 -0.001
Si 1.912958 1.243191 1.620131 0.4 -0.6 0.3 0.000
C 0.447723 0.391669 2.535791 0.4 0.2 -0.5 0.000
N -0.358034 -0.469297 1.673561 -0.1 0.0 0.1 0.000
C -1.291815 0.288095 0.817909 0.0 -0.2 -0.4 0.000
C -2.758605 0.132063 1.241652 0.1 0.2 0.1 0.000
C -2.879324 0.242991 2.756444 -0.1 -0.1 -0.1 0.000
C -2.147865 -0.944541 3.393205 0.3 0.0 0.0 0.000
C -1.058601 -1.492287 2.440647 -0.3 -0.2 0.2 0.000
C 1.294915 2.933750 1.004685 -0.1 0.0 -0.1 0.000
C 0.827809 3.875005 1.935688 0.2 -0.5 -0.1 0.000
C 0.386203 5.122895 1.549198 -0.2 0.4 -0.1 0.000
C 0.382245 5.476597 0.205225 0.1 -0.2 -0.1 0.000
C 0.824604 4.553544 -0.737913 -0.2 0.6 0.0 0.000
C 1.271481 3.308484 -0.340664 0.2 -0.3 0.2 0.000
C 3.140643 1.718454 3.010620 -0.1 0.0 -0.1 0.000
C 3.727703 2.978516 3.104641 -0.2 0.0 -0.2 0.000
C 4.664889 3.278698 4.073457 0.3 0.1 0.3 0.000
C 5.064349 2.307821 4.982303 -0.1 0.1 -0.1 0.000
C 4.506449 1.040499 4.898757 0.2 0.0 0.3 0.000
C 3.567759 0.755477 3.926881 -0.2 0.0 -0.2 0.000
H 3.199350 -0.764295 1.039936 0.0 0.1 0.3 0.000
H 3.833796 0.642259 0.205405 0.0 0.1 0.3 0.000
H -0.163569 1.147667 3.056051 0.0 0.1 0.1 0.000
H 0.871039 -0.239798 3.318349 0.2 0.0 0.0 0.000
H -1.198781 -0.072013 -0.219555 -0.1 0.4 0.2 0.000
H -1.010453 1.346510 0.846478 0.0 0.0 -0.1 0.000
H -3.132083 -0.843231 0.927170 -0.1 0.0 -0.1 0.000
H -3.361063 0.894411 0.743744 0.0 0.0 -0.1 0.000
H -3.930714 0.254497 3.061654 0.1 0.0 0.0 0.000
H -2.434661 1.188823 3.082438 0.0 0.0 0.0 0.000
H -2.858015 -1.749422 3.587315 0.0 -0.1 0.1 0.000
H -1.712170 -0.644476 4.349849 0.0 0.0 0.1 0.000
H -1.511159 -2.188811 1.732017 0.1 0.0 0.2 0.000
H -0.313454 -2.052593 3.013750 -0.1 -0.1 -0.1 0.000
H 0.832424 3.614061 2.985951 0.0 0.0 0.1 0.000
H 0.045752 5.834097 2.294840 0.0 0.0 0.0 0.000
H 0.039850 6.458874 -0.099926 0.0 0.0 0.0 0.000
H 0.821846 4.822475 -1.787669 0.0 0.0 0.0 0.000
H 1.612420 2.606469 -1.086349 0.1 -0.1 -0.1 0.000
H 3.432846 3.736056 2.393311 0.0 0.2 0.0 0.000
H 5.085432 4.275800 4.127412 0.0 0.0 0.0 0.000
H 5.806081 2.535582 5.737672 0.0 0.0 0.0 0.000
H 4.805944 0.274448 5.602233 0.0 -0.1 0.0 0.000
H 3.155057 -0.239838 3.863313 0.0 -0.2 0.1 0.000
C -4.221105 3.375815 -5.338961 0.0 -0.1 0.0 0.000
C -3.450954 2.171275 -4.880269 0.0 -0.3 -0.1 0.000
C -2.470177 2.270420 -3.897772 -0.1 0.1 -0.1 0.000
C -1.775371 1.154307 -3.475492 0.1 -0.4 -0.1 0.000
C -2.047066 -0.085810 -4.040532 -0.1 0.0 0.2 0.000
C -3.035503 -0.200692 -5.003328 0.2 -0.3 0.0 0.000
C -3.728074 0.915663 -5.425225 0.1 0.5 0.1 0.000
S -1.302446 -1.557037 -3.325250 -1.1 0.3 -1.1 0.000
O -1.697198 -2.676045 -4.159756 -0.1 0.5 0.2 0.000
O 0.137002 -1.281371 -3.276761 -0.2 0.4 -0.5 -0.001
N -1.797856 -1.585931 -1.844639 0.2 0.1 -1.2 -0.003
C -2.941065 -2.405503 -1.547470 -0.7 -0.5 0.3 0.000
C -2.648537 -3.324184 -0.317020 -0.5 0.3 -0.2 0.000
O -3.614265 -3.805281 0.278330 -0.3 0.0 0.0 0.000
O -1.428961 -3.478689 -0.022177 0.5 0.4 -0.1 -0.004
H -3.849494 4.279181 -4.860475 0.0 0.1 0.0 0.000
H -5.278342 3.266424 -5.094016 -0.1 0.1 0.0 0.000
H -4.142053 3.492446 -6.420648 0.0 0.1 0.0 0.000
H -2.260447 3.232258 -3.450154 0.0 0.1 0.0 0.000
H -1.026655 1.217094 -2.701475 0.1 0.1 0.1 0.000
H -3.242512 -1.179708 -5.406706 -0.1 -0.1 -0.1 0.000
H -4.496084 0.825617 -6.182236 -0.1 0.0 -0.1 0.000
H -3.181010 -3.053935 -2.404819 -0.1 0.0 0.3 0.000
H -3.833935 -1.792141 -1.334602 0.2 -0.2 0.0 0.000
S 2.517646 -3.862984 -2.270318 -0.6 0.7 0.0 -0.010
C 1.908730 -4.189647 -0.569234 0.5 -0.2 0.1 -0.013
N 0.946694 -5.262523 -0.654581 -0.5 -0.3 0.5 0.000
C 1.594146 -6.517239 -1.029219 0.1 -0.1 -0.2 -0.001
C 3.066656 -6.527807 -0.541091 0.3 0.2 0.1 -0.001
S 3.310165 -5.005770 0.428395 -0.6 0.3 -0.1 -0.001
H 0.458142 -5.363342 0.238699 0.2 0.1 -0.3 0.000
H 1.580309 -6.590211 -2.121750 0.1 0.0 0.1 0.000
H 1.043834 -7.368310 -0.613373 -0.1 0.1 0.0 0.000
H 3.770573 -6.488432 -1.373622 -0.2 -0.1 -0.1 0.000
H 3.292825 -7.386672 0.090115 0.0 -0.1 0.0 0.000
C 2.173030 -0.366594 -0.823557 0.2 0.5 -0.1 -0.009
H 2.976900 -0.850369 -1.421080 -0.5 -0.1 0.0 0.000
H 1.936839 0.544292 -1.405029 -0.1 -0.1 -0.1 0.000
```
Positions in Å, forces in eV/Å.

Results
HOMO level (alpha / beta) = -0.013 / -0.013 hartree
gap between HOMO and LUMO (alpha / beta) = 4.15 / 4.15 eV
E_LUMO (alpha / beta) = 3.787 / 3.787 eV
multiplicity = 4
relative energy (zero: lowest compared OMol25 entry of this formula, charge and spin) = 27.16 kcal/mol
charge = -2



[2]
C32H41BrIN9O5PSSr | the ωB97M-V functional and the def2-TZVPD basis

The geometry in XYZ format:
```
92
Properties=species:S:1:pos:R:3:forces:R:3:mulliken_charge:R:1
Sr 1.006423 -2.036995 1.203737 0.3 -0.3 -0.7 1.919
O 0.590281 -0.840917 -4.941143 -0.1 0.0 0.0 -0.744
C -0.053417 -2.007570 -4.648410 0.0 0.0 0.0 0.430
C -0.644121 -2.713716 -5.688271 0.0 0.0 0.0 -0.538
C -1.301964 -3.906547 -5.424504 0.0 0.0 0.0 -0.359
C -1.358037 -4.402623 -4.129712 0.0 0.0 0.0 -0.924
C -0.771302 -3.682746 -3.096063 0.0 0.0 0.0 -0.521
C -0.128832 -2.478778 -3.333201 0.0 0.0 0.0 0.204
C 0.380448 -1.633885 -2.169308 0.2 0.0 -0.1 1.716
O 0.341574 -2.248381 -0.980443 -0.2 0.1 0.3 -1.318
N 1.786231 -1.208169 -2.499231 0.0 0.0 0.0 -0.338
N 2.134172 -0.121481 -1.740550 0.0 0.1 0.0 -0.173
C 3.276948 -0.109093 -1.180855 0.0 0.0 -0.1 -0.406
C 3.734051 1.068746 -0.442273 0.0 -0.1 0.0 0.016
Br 2.418261 2.389998 -0.093069 0.0 0.0 0.0 -0.106
C 4.965553 1.258003 0.037996 0.0 0.0 0.0 -0.850
C 6.126805 0.368748 -0.143044 0.0 0.0 0.0 0.588
C 7.000844 0.185203 0.930002 0.0 0.0 0.0 -0.395
C 8.097345 -0.653257 0.821835 0.0 0.0 0.0 -0.627
C 8.351844 -1.313921 -0.371831 0.0 0.0 0.0 -0.429
C 7.510409 -1.114693 -1.456089 0.0 0.0 0.0 -0.631
C 6.412389 -0.275909 -1.346349 0.0 0.0 0.0 -0.224
H 1.212318 -0.686459 -4.197910 0.0 0.0 0.0 0.446
H -0.569602 -2.318477 -6.693714 0.0 0.0 0.0 0.418
H -1.762749 -4.453440 -6.238640 0.0 0.0 0.0 0.368
H -1.860629 -5.339418 -3.924489 0.0 0.0 0.0 0.405
H -0.810240 -4.024316 -2.069530 0.0 0.0 0.0 0.329
H -0.171144 -0.675620 -2.191567 0.0 0.0 0.0 -0.872
H 2.394348 -2.015843 -2.331097 0.0 0.0 0.0 0.355
H 3.946369 -0.970569 -1.207436 0.0 0.0 0.0 0.394
H 5.133369 2.132691 0.656535 0.0 0.0 0.0 0.421
H 6.803346 0.698244 1.864637 0.0 0.0 0.0 0.405
H 8.750404 -0.797509 1.673184 0.0 0.0 0.0 0.364
H 9.202062 -1.978189 -0.456874 0.0 0.0 0.0 0.370
H 7.707492 -1.615588 -2.395240 0.0 0.0 0.0 0.373
H 5.778169 -0.107288 -2.206836 0.0 0.0 0.0 0.547
N -3.799822 1.694799 7.640860 0.0 0.0 0.0 -0.604
C -3.123541 1.073682 6.584984 0.0 0.0 0.0 1.071
C -2.387217 -0.088664 6.802999 0.0 0.0 0.0 -0.692
C -1.750802 -0.723369 5.748503 0.0 0.0 0.0 -0.259
C -1.857127 -0.202303 4.472474 0.0 0.0 0.0 -0.353
C -2.587514 0.955888 4.237971 0.0 0.0 0.0 -0.842
C -3.220087 1.587796 5.289604 0.0 0.0 0.0 -0.730
S -1.044079 -0.943771 3.101993 0.0 0.1 0.1 1.011
O -2.035727 -1.209918 2.089300 -0.1 0.0 0.0 -0.527
O -0.340239 -2.143497 3.585018 -0.1 0.0 0.1 -0.747
N 0.014645 0.036096 2.482656 0.0 0.0 0.1 -0.265
C 1.179848 0.276865 3.162458 0.0 0.0 0.1 0.374
N 2.295278 -0.091211 2.496701 0.0 -0.1 0.1 0.084
C 3.468228 0.117759 3.080080 0.0 0.0 -0.1 -0.415
C 3.567110 0.716294 4.321967 0.0 0.0 0.0 -0.706
C 2.365831 1.043322 4.934594 0.0 0.0 0.0 -0.362
N 1.180233 0.828767 4.385402 0.0 0.1 0.0 -0.472
H -3.401483 1.518554 8.549431 0.0 0.0 0.0 0.228
H -3.976012 2.676725 7.498704 0.0 0.0 0.0 0.231
H -2.311606 -0.494079 7.805590 0.0 0.0 0.0 0.272
H -1.164339 -1.618129 5.907591 0.0 0.0 0.0 0.468
H -2.641524 1.358227 3.232931 0.0 0.0 0.0 0.606
H -3.792523 2.491496 5.114139 0.0 0.0 0.0 0.283
H 4.338738 -0.226276 2.530584 0.0 0.0 0.0 0.625
H 4.519989 0.892286 4.798609 0.0 0.0 0.0 0.383
H 2.355676 1.493003 5.923551 0.0 0.0 0.0 0.410
C -0.654298 2.125752 -2.851350 0.0 0.0 0.0 -1.011
N -1.986316 1.549936 -2.750577 0.0 -0.1 0.0 0.643
C -2.699275 1.455036 -4.005656 0.0 0.0 0.0 -0.972
P -2.768058 1.494022 -1.288043 0.0 -0.1 0.1 0.448
O -1.875047 1.903318 -0.189952 0.0 0.2 0.0 -1.073
N -3.445902 -0.008697 -1.232424 -0.1 0.1 -0.1 1.036
C -3.116842 -1.141262 -2.072639 0.1 -0.1 0.1 -1.034
C -4.299916 -0.331007 -0.100127 0.0 0.0 0.0 -1.221
N -4.130418 2.478410 -1.292289 0.0 0.0 0.0 0.368
C -5.338240 2.187523 -2.028826 0.0 0.0 0.0 -1.022
C -3.965323 3.878060 -0.954851 0.0 0.0 0.0 -1.139
H -0.071612 1.560375 -3.581752 0.0 0.0 0.0 0.253
H -0.154272 2.074232 -1.889093 0.0 0.0 0.0 0.232
H -0.695614 3.173316 -3.179226 0.0 0.0 0.0 0.244
H -2.115260 0.867915 -4.721205 0.0 0.0 0.0 0.261
H -2.885234 2.444235 -4.446094 0.0 0.0 0.0 0.256
H -3.659251 0.957177 -3.869581 0.0 0.0 0.0 0.316
H -2.334695 -0.885698 -2.779268 0.0 0.0 0.0 0.117
H -3.997004 -1.483810 -2.632812 0.0 0.0 0.0 0.191
H -2.752790 -1.972033 -1.462177 0.0 0.0 0.0 0.387
H -4.393152 0.530620 0.558549 0.0 0.0 0.0 0.323
H -3.863554 -1.141842 0.484461 0.0 0.0 0.0 0.332
H -5.301352 -0.627892 -0.438028 0.0 0.0 0.0 0.313
H -5.415407 1.118189 -2.217162 0.0 0.0 0.0 0.273
H -5.379379 2.714454 -2.992508 0.0 0.0 0.0 0.282
H -6.214008 2.495616 -1.446769 0.0 0.0 0.0 0.309
H -3.063085 3.999465 -0.359845 0.0 0.0 0.0 0.276
H -4.822712 4.225266 -0.368379 0.0 0.0 0.0 0.366
H -3.893427 4.512044 -1.849867 0.0 0.0 0.0 0.290
I 3.810093 -3.543298 0.588546 0.0 0.1 0.1 -0.733
```
Positions in Å, forces in eV/Å.

Results
HOMO level = -0.196 hartree
gap between HOMO and LUMO = 7.69 eV
E_LUMO = 2.354 eV
relative energy (zero: lowest compared OMol25 entry of this formula, charge and spin) = 17.75 kcal/mol
charge = -1



Question: What is the relative energy (zero: lowest compared OMol25 entry of this formula, charge and spin) in the first record?
Answer: 27.16 kcal/mol